No. 1
{"formula": "C40H44F3N9O4P2S2", "method": "wB97M-V/def2-TZVPD", "elements": ["C", "C", "O", "N", "C", "C", "C", "N", "C", "S", "C", "C", "C", "C", "C", "C", "F", "C", "F", "F", "C", "P", "S", "C", "O", "N", "P", "O", "C", "O", "H", "H", "H", "H", "H", "H", "H", "H", "H", "H", "H", "H", "H", "H", "N", "C", "C", "C", "C", "H", "H", "H", "H", "H", "N", "C", "C", "C", "C", "H", "H", "H", "H", "H", "N", "C", "C", "C", "C", "H", "H", "H", "H", "H", "N", "C", "C", "C", "C", "H", "H", "H", "H", "H", "N", "C", "C", "C", "C", "H", "H", "H", "H", "H", "N", "C", "C", "C", "C", "H", "H", "H", "H", "H"], "xyz": [[1.8914, -2.5381, 2.5565], [0.5271, -3.0078, 2.0949], [-0.2396, -3.4686, 2.9006], [0.0840, -2.9135, 0.7182], [1.1299, -3.2129, -0.2739], [-0.6453, -1.7130, 0.4705], [-0.0569, -0.4436, 0.4338], [1.3445, -0.2766, 0.6378], [2.0153, 0.2812, -0.2271], [2.9589, 1.1659, -1.0885], [-0.8900, 0.6392, 0.2279], [-2.2610, 0.5084, 0.0575], [-2.8662, -0.7436, 0.0981], [-4.3773, -0.8087, -0.0524], [-5.0262, -0.2424, 1.2349], [-4.3777, -0.7990, 2.4639], [-4.1292, -2.1481, 2.4720], [-3.9878, -0.1009, 3.5854], [-4.8521, 0.3686, 4.4635], [-2.7428, 0.1920, 3.9189], [-2.0308, -1.8549, 0.2881], [-2.6649, -3.5919, 0.3544], [-1.8359, -4.7954, -0.9419], [-2.8641, 1.8682, -0.1721], [-3.9566, 2.1331, -0.5652], [-1.8339, 2.8273, 0.1768], [-2.1379, 3.2107, 1.8785], [-2.4904, 4.6146, 2.1043], [-0.5715, 2.1033, 0.1803], [0.4752, 2.6787, 0.1834], [1.7391, -1.7130, 3.2494], [2.5647, -2.2584, 1.7553], [2.3360, -3.3618, 3.1154], [2.0362, -3.5988, 0.1851], [1.3342, -2.3715, -0.9239], [0.7417, -4.0043, -0.9180], [-4.7060, -0.2117, -0.8992], [-4.7244, -1.8268, -0.1808], [-4.9412, 0.8402, 1.2152], [-6.0955, -0.4894, 1.2552], [-2.3859, -3.9989, 1.6656], [-4.0576, -3.5899, 0.2458], [-0.9531, 2.8178, 2.5281], [-3.1927, 2.3530, 2.2405], [-8.9052, -0.6684, 3.1002], [-10.1477, -1.1160, 2.7419], [-10.7494, -0.1354, 1.9998], [-9.8325, 0.9464, 1.9025], [-8.7050, 0.5861, 2.5893], [-8.2433, -1.1805, 3.6532], [-10.4952, -2.0885, 3.0454], [-11.7368, -0.1866, 1.5730], [-9.9844, 1.8800, 1.3876], [-7.7810, 1.1126, 2.7598], [2.8420, 2.3989, 2.4103], [3.9950, 1.6664, 2.3861], [4.7523, 2.0325, 3.4667], [4.0228, 3.0239, 4.1767], [2.8490, 3.2267, 3.4992], [2.1039, 2.3408, 1.7282], [4.1770, 0.9506, 1.6033], [5.7184, 1.6351, 3.7195], [4.3254, 3.5305, 5.0777], [2.0231, 3.8886, 3.6975], [2.3386, -2.8678, -4.3738], [3.4937, -3.5963, -4.4363], [4.2686, -3.2481, -3.3627], [3.5494, -2.2741, -2.6180], [2.3618, -2.0624, -3.2697], [1.5881, -2.9167, -5.0379], [3.6652, -4.2955, -5.2364], [5.2427, -3.6469, -3.1346], [3.8691, -1.7853, -1.7126], [1.5342, -1.4102, -3.0456], [-3.9166, -1.2990, -4.2320], [-5.1633, -1.7531, -4.5671], [-5.7832, -0.7751, -5.2977], [-4.8731, 0.3107, -5.4116], [-3.7307, -0.0434, -4.7460], [-3.2411, -1.8087, -3.6914], [-5.4997, -2.7278, -4.2576], [-6.7780, -0.8310, -5.7065], [-5.0392, 1.2435, -5.9237], [-2.8063, 0.4876, -4.5937], [5.4922, 3.0309, -5.4208], [5.0553, 2.3559, -4.3149], [4.6940, 3.2848, -3.3756], [4.9178, 4.5703, -3.9382], [5.4087, 4.3795, -5.2014], [5.8241, 2.6024, -6.2646], [5.0399, 1.2790, -4.2905], [4.3117, 3.0685, -2.3928], [4.7385, 5.5229, -3.4690], [5.7050, 5.0837, -5.9595], [8.1428, 0.6375, 3.5150], [8.0979, 0.4551, 2.1591], [9.3448, 0.7179, 1.6595], [10.1762, 1.0695, 2.7574], [9.4063, 1.0084, 3.8872], [7.3693, 0.5174, 4.1410], [7.1865, 0.1564, 1.6700], [9.6308, 0.6639, 0.6225], [11.2190, 1.3359, 2.7205], [9.6471, 1.1967, 4.9192]], "mulliken_charge": [-1.178, 0.691, -0.564, 0.617, -0.868, -0.793, -0.818, -0.096, -0.011, -0.039, 0.870, 1.045, -0.225, -1.595, -0.216, 0.534, -0.368, 0.025, -0.209, -0.157, 0.902, 0.308, -0.433, 0.136, -0.492, -0.176, 0.751, -0.743, -0.323, -0.491, 0.300, 0.261, 0.391, 0.469, 0.100, 0.182, 0.575, 0.459, 0.459, 0.351, 0.056, 0.149, 0.049, -0.017, 0.032, -0.526, -0.399, -0.493, -0.463, 0.216, 0.388, 0.392, 0.411, 0.449, 0.262, -0.565, 0.185, -1.020, -0.289, 0.255, 0.224, 0.137, 0.390, 0.443, -0.011, -0.514, -1.127, 0.415, -0.741, 0.186, 0.406, 0.413, 0.563, 0.510, 0.047, -0.522, -0.401, -0.422, -0.494, 0.193, 0.394, 0.411, 0.402, 0.403, 0.016, -0.633, 0.073, -0.914, -0.386, 0.181, 0.435, 0.448, 0.385, 0.375, -0.016, -0.385, -0.468, -0.435, -0.494, 0.268, 0.384, 0.397, 0.387, 0.377], "lumo_ev": -1.785, "e_tot_ha": -4122.888991, "total_charge": 0, "fmax_ev_per_a": 2.27, "smiles": "CC(=O)N(C)c1c(N=C=S)c2c(c(CCC(F)=C(F)F)c1[PH2]=S)C(=O)N([PH2]=O)C2=O.c1cc[nH]c1.c1cc[nH]c1.c1cc[nH]c1.c1cc[nH]c1.c1cc[nH]c1.c1cc[nH]c1"}

---

No. 2
{"formula": "C13H31AgN2O7", "method": "wB97M-V/def2-TZVPD", "elements": ["Ag", "C", "O", "H", "H", "H", "C", "C", "O", "O", "H", "H", "H", "C", "C", "O", "O", "H", "H", "H", "C", "C", "C", "O", "C", "N", "H", "H", "H", "H", "H", "H", "H", "H", "H", "H", "H", "C", "C", "C", "O", "C", "N", "H", "H", "H", "H", "H", "H", "H", "H", "H", "H", "H"], "xyz": [[18.7190, 3.8035, 8.3920], [21.5584, 2.1908, 9.9706], [20.6016, 3.1922, 9.5967], [21.1838, 1.6584, 10.8448], [21.7308, 1.5470, 9.1081], [22.4881, 2.6791, 10.2628], [14.4921, 4.0247, 6.2908], [15.8940, 4.6906, 6.4477], [16.8076, 4.0932, 7.0210], [16.0585, 5.8615, 6.0551], [14.2047, 3.3772, 7.1192], [14.4484, 3.4025, 5.3969], [13.7180, 4.7919, 6.2703], [21.2385, 6.8371, 8.9447], [19.9405, 6.9634, 8.0296], [19.6407, 8.0766, 7.5491], [19.1085, 6.0469, 8.1046], [21.3005, 7.7180, 9.5837], [22.1363, 6.7129, 8.3394], [21.1875, 5.9810, 9.6175], [18.4453, 2.0507, 5.2493], [19.9225, 2.4336, 5.4544], [20.7102, 2.6356, 4.1465], [20.7382, 1.4905, 3.2871], [21.7803, 1.6006, 2.3128], [19.8978, 3.5738, 6.3588], [17.9038, 1.7513, 6.1466], [18.3459, 1.2009, 4.5740], [17.9394, 2.8490, 4.7064], [20.3780, 1.6341, 6.0387], [21.7447, 2.8849, 4.3825], [20.1890, 3.4157, 3.5916], [21.7627, 2.6056, 1.8911], [21.6845, 0.8731, 1.5068], [22.7932, 1.4357, 2.6800], [19.6991, 4.3036, 5.6895], [20.8564, 3.8426, 6.5293], [16.2809, 2.6374, 11.9124], [17.3380, 2.6270, 10.8520], [17.1559, 1.5158, 9.7497], [18.1831, 1.6533, 8.7956], [18.6335, 0.4354, 8.3251], [17.3026, 3.9431, 10.2433], [16.2186, 1.6938, 12.4545], [15.2586, 2.6787, 11.5365], [16.5375, 3.2970, 12.7414], [18.2878, 2.4125, 11.3418], [16.2099, 1.6117, 9.2168], [17.1713, 0.5603, 10.2738], [19.0191, -0.1757, 9.1411], [19.4126, 0.5625, 7.5735], [17.7572, -0.0765, 7.9273], [17.5636, 4.5966, 10.9678], [16.3337, 4.2049, 10.1302]], "mulliken_charge": [1.102, -2.872, 0.721, 0.601, 0.539, 0.202, -1.117, 0.711, -0.313, -0.732, 0.265, 0.256, 0.300, -0.907, 0.452, -0.760, -0.522, 0.323, 0.261, 0.184, -1.491, 0.546, -1.156, -0.098, -1.094, -0.036, 0.191, 0.502, 0.296, 0.269, 0.396, 0.358, 0.285, 0.324, 0.380, 0.156, 0.195, -2.221, 1.079, -1.699, 2.585, -4.008, -0.168, 0.885, 0.414, 0.323, -0.053, 0.005, 0.600, 0.766, -0.207, 0.504, 0.268, 0.210], "multiplicity": 3, "lumo_ev": [4.543, 3.839], "e_tot_ha": -1296.871078, "total_charge": -2, "fmax_ev_per_a": 3.05}

---

No. 3
{"formula": "CHClFI", "method": "wB97M-V/def2-TZVPD", "elements": ["C", "F", "Cl", "I", "H"], "xyz": [[0.1645, -0.0478, 0.0363], [0.3772, -0.0612, 1.3566], [0.4724, 1.5759, -0.5929], [-1.8589, -0.7082, -0.3619], [0.8449, -0.7587, -0.4381]], "mulliken_charge": [-0.072, -0.211, -0.170, 0.194, 0.258], "multiplicity": 3, "e_above_lowest_ev": 0.000, "lumo_ev": [0.705, -3.947], "e_tot_ha": -896.290547, "total_charge": 0, "fmax_ev_per_a": 4.33}

---

No. 4
{"formula": "C7H6Cl3ISi", "method": "wB97M-V/def2-TZVPD", "elements": ["C", "C", "C", "C", "C", "C", "C", "Si", "Cl", "Cl", "Cl", "I", "H", "H", "H", "H", "H", "H"], "xyz": [[1.2083, -0.1762, -2.3495], [-0.1502, 0.0482, -2.3261], [1.9161, -0.0041, -1.1181], [-0.8982, 0.3954, -1.2420], [1.1451, 0.2840, 0.0379], [-0.2674, 0.3615, -0.0028], [-0.9660, 0.5836, 1.2807], [-0.7843, -0.9849, 2.3996], [-1.0234, -2.5728, 1.2771], [-2.1801, -0.8664, 3.8774], [0.9996, -0.8236, 3.3220], [-0.3455, 2.5490, 2.1063], [1.5744, -0.4335, -3.3298], [-0.6810, -0.0334, -3.2677], [3.0226, -0.1173, -1.3144], [-1.8928, 0.5768, -1.4526], [1.6060, 0.4618, 0.9955], [-2.2831, 0.7518, 1.1063]], "mulliken_charge": [-0.426, -0.253, -0.840, -0.783, -0.046, 0.924, -0.984, 0.821, -0.187, -0.255, -0.218, 0.081, 0.386, 0.297, 0.272, 0.436, 0.367, 0.408], "e_above_lowest_ev": 0.140, "lumo_ev": -0.221, "e_tot_ha": -2238.230215, "total_charge": 0, "fmax_ev_per_a": 4.21}

---

No. 5
{"formula": "C2H3NO3", "method": "wB97M-V/def2-TZVPD", "elements": ["C", "C", "N", "O", "O", "O", "H", "H", "H"], "xyz": [[-2.2224, 0.5880, 0.0887], [1.4311, 0.0156, -0.0043], [0.1209, -0.6328, -0.3256], [-3.0511, 0.3086, -0.6225], [-1.4023, 0.9441, 0.7660], [-0.0754, -1.6234, 0.3271], [2.0486, -0.2663, -0.7760], [1.2220, 1.0552, -0.3341], [1.9286, -0.3889, 0.8806]], "mulliken_charge": [0.696, -0.779, 0.060, -0.342, -0.328, -0.294, 0.344, 0.296, 0.347], "multiplicity": 3, "e_above_lowest_ev": 0.785, "lumo_ev": [0.781, -1.040], "e_tot_ha": -358.364702, "total_charge": 0, "fmax_ev_per_a": 4.69}

---

No. 6
{"formula": "C17H27N3O4S", "method": "wB97M-V/def2-TZVPD", "elements": ["C", "C", "H", "H", "O", "C", "C", "C", "C", "C", "C", "H", "H", "S", "O", "O", "N", "H", "C", "C", "C", "O", "N", "C", "H", "C", "N", "C", "H", "H", "H", "C", "C", "H", "C", "H", "H", "H", "H", "H", "H", "H", "H", "H", "H", "H", "H", "H", "H", "H", "H", "H"], "xyz": [[2.8953, 8.1581, 0.9070], [2.2115, 6.9331, 0.3208], [1.1789, 6.8617, 0.6887], [2.1927, 6.9961, -0.7755], [2.9513, 5.7953, 0.7279], [2.5580, 4.5666, 0.3254], [1.4400, 4.3045, -0.4650], [1.1361, 2.9977, -0.8115], [1.9364, 1.9633, -0.3775], [3.0503, 2.2079, 0.4071], [3.3612, 3.5027, 0.7577], [4.2218, 3.7303, 1.3660], [3.6557, 1.3744, 0.7229], [1.5369, 0.2754, -0.7869], [0.3749, 0.2758, -1.6437], [2.7060, -0.4095, -1.2500], [1.2063, -0.3156, 0.7376], [1.3971, -1.3077, 0.8162], [-0.0863, 0.0076, 1.2958], [-1.2509, -0.7035, 0.5942], [-1.0442, -2.2092, 0.6098], [-0.1485, -2.7261, 1.2622], [-1.8849, -2.9443, -0.1505], [-1.6455, -4.3706, -0.2373], [-1.7009, -4.6966, -1.2764], [-2.6095, -5.1877, 0.6243], [-3.9053, -5.3778, -0.0003], [-4.7059, -6.3226, 0.7494], [-4.9451, -5.9720, 1.7657], [-4.1639, -7.2637, 0.8283], [-5.6375, -6.5059, 0.2160], [-4.6116, -4.1288, -0.2226], [-4.0077, -3.3434, -1.3903], [-3.6285, -4.0571, -2.1202], [-2.9254, -2.3524, -0.9677], [-3.4066, -1.5547, -0.3943], [-2.4803, -1.9013, -1.8654], [-4.7934, -2.7624, -1.8768], [-5.6439, -4.3839, -0.4739], [-4.6323, -3.4988, 0.6846], [-2.1732, -6.1779, 0.7752], [-2.6952, -4.6988, 1.6117], [-0.6311, -4.5330, 0.1351], [-1.2900, -0.3620, -0.4407], [-2.1869, -0.4473, 1.0956], [-0.0624, -0.2691, 2.3531], [-0.2109, 1.0905, 1.2111], [0.2799, 2.7688, -1.4265], [0.8057, 5.1033, -0.8145], [3.9190, 8.2178, 0.5486], [2.3605, 9.0564, 0.6125], [2.9117, 8.0909, 1.9912]], "mulliken_charge": [-1.417, -0.266, 0.361, 0.370, -0.354, 0.685, -0.263, -0.425, -0.302, -0.447, -0.819, 0.421, 0.397, 1.412, -0.684, -0.762, -0.296, 0.379, -1.172, -0.817, 0.793, -0.750, 0.321, -1.163, 0.410, -0.747, -0.034, -1.134, 0.387, 0.344, 0.355, -0.585, -1.149, 0.444, -0.643, 0.467, 0.283, 0.456, 0.501, 0.313, 0.482, 0.357, 0.531, 0.441, 0.546, 0.473, 0.348, 0.491, 0.389, 0.328, 0.417, 0.324], "e_above_lowest_ev": 1.622, "lumo_ev": 0.709, "e_tot_ha": -1527.395441, "total_charge": 0, "fmax_ev_per_a": 1.00, "smiles": "CCOc1ccc(S(=O)(=O)NCCC(=O)N2CCCN(C)CC2)cc1"}